Formula: C4H7O2
Source: the Open Molecules 2025 dataset
Level of theory: ωB97M-V/def2-TZVPD

Summary:
Energy relative to the best compared isomer or geometry (same formula, charge and spin) (kJ/mol): 683.3
LUMO energy (spin up / spin down) (eV): -4.973 / -5.271
Maximum force (hartree/bohr): 0.0941
Charge: +1
HOMO-LUMO gap (spin up / spin down) (eV): 7.5316 / 7.0695

CARTESIAN COORDINATES (ANGSTROEM)
C -2.5096 -0.9991 0.2933
C 0.9391 -0.8739 0.2763
C -1.3347 -0.6489 0.5216
C 1.0753 1.9490 -0.5325
O 1.3221 0.7197 -0.7917
O -0.1741 -0.7416 1.0001
H -2.7367 -2.0820 0.6666
H -3.3114 -0.5062 -0.1980
H 1.8027 -1.0240 0.9025
H 0.6417 -1.1667 -0.7427
H 1.9263 2.5651 -0.1409
H 0.1170 2.3301 -0.5312
H 2.2422 0.4786 -0.7234

Löwdin atomic charge list, values in e, 5 entries: 0.09, 0.07, -0.10, 0.03, -0.03